45
Properties=species:S:1:pos:R:3:mulliken_charge:R:1 method="wB97M-V/def2-TZVPD" charge=-2 de_lowest_kj_mol=135.1 e_homo_ev=-1.5 orbital_gap_ev=4.786
Pt 0.413 -1.154 0.516 0.8481
C 3.747 2.891 -0.984 -0.6673
C 2.654 2.963 0.072 -0.6642
S 1.225 1.802 0.026 0.0057
C 0.216 2.274 -1.422 -0.3496
C 0.828 2.130 -2.805 -0.5988
S 1.149 0.442 -3.424 -0.1756
C 2.483 -0.145 -2.340 1.2163
C 3.820 0.526 -2.613 -0.8535
S 4.616 1.292 -1.160 -0.1241
H 4.536 3.590 -0.689 0.4082
H 3.388 3.175 -1.970 0.2387
H 2.254 3.979 0.103 0.3548
H 3.083 2.727 1.045 0.3542
H -0.088 3.316 -1.284 0.5211
H -0.658 1.629 -1.308 0.0099
H 1.754 2.702 -2.892 0.1164
H 0.117 2.522 -3.536 0.4150
H 2.539 -1.220 -2.539 -0.2740
H 2.162 -0.003 -1.304 -0.5631
H 3.732 1.294 -3.386 0.3960
H 4.553 -0.215 -2.936 0.3075
S 3.181 -3.942 -2.336 -0.6407
As 1.890 -3.607 -0.687 0.3453
S 0.007 -2.584 -1.272 -0.4791
S 2.610 -2.070 0.732 -0.4231
S 1.597 -5.487 0.243 -0.6168
O -4.384 -3.184 4.699 -0.6587
N -4.889 -2.495 3.813 1.0398
O -6.109 -2.403 3.660 -0.6705
C -4.041 -1.782 2.945 -0.4958
C -2.655 -1.859 3.115 -0.6235
C -1.840 -1.161 2.260 0.0370
C -2.328 -0.403 1.128 1.3176
O -1.535 0.003 0.245 -0.8000
C -3.755 -0.259 1.075 -0.7222
C -4.579 -0.963 1.952 -0.2186
N -4.357 0.593 0.128 1.0225
O -3.665 1.370 -0.523 -0.5844
O -5.588 0.564 0.025 -0.6913
N -0.453 -1.220 2.446 1.0619
O 0.230 -0.146 2.323 -0.6763
O 0.008 -2.188 3.070 -0.6455
H -2.220 -2.441 3.914 0.5990
H -5.649 -0.851 1.874 0.6018

=====

13
Properties=species:S:1:pos:R:3:mulliken_charge:R:1 method="wB97M-V/def2-TZVPD" de_lowest_kj_mol=198.2 e_homo_ev=-10.4 orbital_gap_ev=10.608
H -2.013 2.102 1.465 0.2523
N -2.187 1.636 0.576 -0.7218
C -1.179 0.986 0.213 0.5022
O -1.073 0.240 -0.941 -0.4023
C 0.292 -0.189 -0.669 0.2687
C 0.420 -1.698 -0.546 -1.1387
C 0.227 0.641 0.601 0.3869
N 1.040 0.903 1.523 -0.6740
H 1.859 0.386 1.197 0.2787
H 0.981 0.208 -1.427 0.2870
H 0.017 -2.171 -1.446 0.3139
H 1.466 -2.016 -0.447 0.3504
H -0.137 -2.070 0.318 0.2967

=====

43
Properties=species:S:1:pos:R:3:lowdin_spin:R:1 method="wB97M-V/def2-TZVPD" charge=+3 spin_multiplicity=4 de_lowest_kj_mol=0.0 e_homo_ev="-16.0 / -15.9" orbital_gap_ev="4.490 / 3.632"
Re -0.907 -0.434 0.140 2.5008
N 0.345 -4.020 -1.674 0.0178
C 1.454 -3.883 -0.899 0.0028
C 1.301 -2.732 -0.175 0.0100
N 0.101 -2.168 -0.499 0.0241
C -0.469 -2.981 -1.433 0.0303
C -1.738 -2.530 -1.903 0.0245
N -2.146 -1.353 -1.353 0.0317
C -3.344 -1.058 -1.923 0.0155
C -3.665 -2.054 -2.814 0.0021
N -2.655 -2.958 -2.785 0.0203
H 0.187 -4.788 -2.316 0.0004
H 2.253 -4.600 -0.900 -0.0001
H 1.974 -2.299 0.541 0.0002
H -3.898 -0.173 -1.679 0.0006
H -4.521 -2.166 -3.452 -0.0001
H -2.628 -3.804 -3.343 0.0005
N 3.512 4.980 -2.000 0.0095
C 2.645 4.311 -1.251 0.0043
C 1.630 5.002 -0.527 0.0125
C 0.707 4.310 0.223 -0.0003
C 0.770 2.917 0.268 0.0158
C 1.772 2.213 -0.403 0.0036
C 2.704 2.890 -1.149 -0.0008
S -0.494 1.984 1.110 0.0221
O -1.419 1.488 0.035 0.0838
O -1.109 2.666 2.176 0.0059
N 0.228 0.558 1.524 0.0658
C -0.185 -0.242 2.532 0.0437
N -0.845 -1.324 1.998 0.0084
C -1.271 -2.294 2.805 0.0061
C -1.074 -2.194 4.173 0.0048
C -0.409 -1.054 4.636 0.0308
N 0.013 -0.111 3.817 -0.0008
H 3.476 5.992 -2.067 0.0001
H 4.242 4.512 -2.524 0.0002
H 1.592 6.080 -0.583 0.0005
H -0.059 4.834 0.773 -0.0002
H 1.818 1.136 -0.317 0.0017
H 3.485 2.355 -1.669 -0.0001
H -1.769 -3.137 2.344 -0.0001
H -1.412 -2.966 4.851 0.0000
H -0.195 -0.905 5.691 0.0011

=====

15
Properties=species:S:1:pos:R:3:mulliken_charge:R:1 method="wB97M-V/def2-TZVPD" de_lowest_kj_mol=295.1 smiles="C=C1[C@@H](O)[C@@]1(C)O" e_homo_ev=-9.0 orbital_gap_ev=9.710
C -0.617 -0.380 2.077 -0.7672
C -0.261 -0.179 0.832 0.3230
C 1.046 -0.387 0.174 -0.3903
O 1.473 -1.693 -0.063 -0.5267
C -0.171 0.118 -0.585 0.6507
C -0.198 1.544 -1.038 -1.3651
O -0.672 -0.840 -1.483 -0.5918
H 0.328 -0.711 2.481 0.2544
H -1.589 -0.270 2.565 0.3042
H 1.869 0.294 0.389 0.3650
H 0.892 -2.012 -0.773 0.3783
H 0.311 1.606 -2.001 0.3628
H 0.326 2.175 -0.311 0.3296
H -1.226 1.902 -1.130 0.3079
H -1.511 -1.166 -1.135 0.3650

=====

19
Properties=species:S:1:pos:R:3:mulliken_charge:R:1 method="wB97M-V/def2-TZVPD" charge=+1 de_lowest_kj_mol=565.4 e_homo_ev=-11.9 orbital_gap_ev=3.767
C 0.344 -0.007 -1.071 -0.3583
O 1.388 0.481 -0.083 -0.4644
C -0.788 0.917 -1.164 0.0508
C -1.670 0.856 0.091 -0.5007
C -2.365 -0.471 0.240 -0.0026
C -3.365 -0.645 1.157 -0.8988
N 4.518 -0.687 0.681 -0.5780
H 1.073 -0.121 -1.901 0.4005
H 0.150 -1.016 -0.748 0.2905
H 1.723 1.345 -0.247 0.3123
H -0.910 1.394 -2.122 0.3922
H -2.473 1.580 0.049 0.4172
H -1.062 1.098 0.950 0.3661
H -1.988 -1.026 -0.565 0.4113
H -3.886 0.166 1.637 0.2570
H -3.922 -1.512 1.433 0.3042
H 3.636 -0.631 1.125 0.2023
H 4.990 -1.580 0.692 0.2068
H 4.609 -0.143 -0.157 0.1915

=====

89
Properties=species:S:1:pos:R:3:lowdin_spin:R:1 method="wB97M-V/def2-TZVPD" charge=+2 spin_multiplicity=6 de_lowest_kj_mol=144.2 e_homo_ev="-12.6 / -12.6" orbital_gap_ev="7.522 / 5.785"
Fe -0.209 -0.100 -0.234 3.8049
C 1.292 1.394 2.381 0.0017
N -0.092 1.278 1.928 0.0311
C -1.015 0.756 2.932 0.0025
C -1.601 -0.541 2.500 0.0071
N -1.405 -1.108 1.336 0.0302
C -2.182 -2.277 1.345 0.0021
C -2.365 -3.263 0.381 0.0003
C -3.189 -4.322 0.697 0.0001
C -3.844 -4.404 1.937 0.0003
C -3.679 -3.429 2.900 0.0004
C -2.830 -2.378 2.574 0.0013
N -2.429 -1.252 3.288 0.0031
C 2.168 0.386 1.715 0.0070
N 1.910 -0.137 0.541 0.0364
C 3.048 -0.896 0.198 0.0045
C 3.373 -1.600 -0.962 0.0006
C 4.586 -2.256 -0.991 -0.0004
C 5.474 -2.210 0.096 0.0005
C 5.186 -1.480 1.229 0.0002
C 3.961 -0.823 1.249 0.0016
N 3.360 0.001 2.198 0.0033
H 1.673 2.385 2.125 -0.0001
H 1.376 1.299 3.465 0.0006
H -0.415 2.188 1.635 0.0000
H -0.524 0.618 3.896 0.0004
H -1.826 1.468 3.093 0.0004
H -1.889 -3.184 -0.586 -0.0001
H -3.341 -5.114 -0.028 0.0000
H -4.492 -5.247 2.141 0.0000
H -4.194 -3.473 3.852 0.0001
H -2.736 -1.007 4.215 0.0003
H 2.709 -1.613 -1.812 0.0000
H 4.870 -2.808 -1.878 0.0000
H 6.411 -2.748 0.036 0.0000
H 5.891 -1.402 2.047 0.0001
H 3.777 0.288 3.069 0.0003
N 0.874 -3.212 0.806 0.0009
C 0.569 -3.885 -0.346 0.0003
C 0.471 -5.261 -0.338 0.0009
C 0.217 -5.994 -1.504 0.0002
C 0.074 -5.366 -2.706 0.0013
C 0.139 -3.962 -2.761 0.0011
C 0.015 -3.278 -3.990 0.0023
C 0.077 -1.918 -4.025 0.0001
C 0.202 -1.231 -2.814 0.0071
N 0.302 -1.815 -1.630 0.0304
C 0.337 -3.193 -1.577 0.0030
H 0.998 -2.223 0.808 0.0003
H 1.030 -3.725 1.652 0.0000
H 0.612 -5.783 0.601 0.0000
H 0.163 -7.074 -1.444 0.0000
H -0.080 -5.927 -3.619 0.0001
H -0.116 -3.853 -4.899 0.0001
H 0.024 -1.368 -4.956 -0.0001
H 0.236 -0.148 -2.821 0.0032
C -4.597 0.366 -2.740 0.0011
C -4.129 -0.703 -1.747 0.0029
C -4.876 -0.568 -0.423 0.0003
C -4.354 -2.088 -2.339 0.0002
N -2.665 -0.602 -1.495 0.0123
N -2.234 0.680 -1.000 0.0443
H -5.651 0.221 -2.978 0.0002
H -4.035 0.299 -3.677 0.0000
H -4.499 1.377 -2.335 0.0003
H -5.922 -0.842 -0.564 0.0000
H -4.865 0.460 -0.044 0.0001
H -4.446 -1.236 0.327 0.0000
H -5.397 -2.196 -2.639 0.0001
H -4.129 -2.864 -1.608 0.0000
H -3.731 -2.246 -3.226 0.0000
H -2.169 -0.776 -2.362 0.0000
H -2.790 0.872 -0.173 0.0014
H -2.446 1.408 -1.679 0.0018
C 0.497 2.444 -1.150 0.4220
C 1.469 2.098 -2.094 0.0472
C 2.818 1.842 -1.716 0.1265
C 3.744 1.423 -2.635 -0.0237
C 3.379 1.275 -3.982 0.1409
C 2.078 1.599 -4.399 -0.0227
C 1.143 1.995 -3.479 0.1187
C 4.337 0.785 -4.933 0.0143
N 5.091 0.359 -5.690 0.0744
H -0.486 2.756 -1.478 0.0216
H 0.795 2.689 -0.139 0.0224
H 3.109 2.003 -0.686 0.0045
H 4.764 1.217 -2.338 -0.0035
H 1.830 1.543 -5.452 -0.0036
H 0.139 2.255 -3.798 0.0042

=====

82
Properties=species:S:1:pos:R:3:lowdin_spin:R:1 method="wB97M-V/def2-TZVPD" spin_multiplicity=6 de_lowest_kj_mol=0.0 e_homo_ev="-3.8 / -6.5" orbital_gap_ev="2.493 / 5.077"
C 0.403 2.627 -0.020 0.0743
C 0.883 2.424 -1.362 -0.0270
C -0.297 2.413 -2.223 -0.0577
H 1.919 2.449 -1.702 0.0048
C -1.451 2.590 -1.376 0.0654
C -1.005 2.742 -0.040 0.0207
H -1.632 3.002 0.814 0.0002
H 1.039 2.827 0.840 0.0063
H -0.266 2.506 -3.308 -0.0014
H -2.480 2.676 -1.728 0.0053
Mn 0.022 0.481 -1.227 4.0339
C -0.405 0.172 -3.229 -0.1985
H -1.371 0.626 -3.490 -0.0015
H -0.501 -0.915 -3.322 -0.0113
H 0.341 0.528 -3.956 -0.0021
Si -0.649 -1.202 -7.121 -0.0024
C 1.095 -0.985 -7.696 -0.0001
C 1.767 0.227 -7.481 0.0000
H 1.253 1.061 -6.995 0.0000
C 3.099 0.377 -7.890 0.0000
H 3.614 1.322 -7.718 0.0000
C 3.761 -0.686 -8.519 -0.0001
H 4.801 -0.570 -8.832 0.0000
C 3.090 -1.894 -8.746 0.0000
H 3.605 -2.720 -9.242 0.0000
C 1.761 -2.046 -8.337 -0.0001
H 1.229 -2.981 -8.515 0.0000
C -1.661 0.251 -7.653 -0.0002
C -1.454 0.883 -8.890 0.0000
H -0.702 0.502 -9.584 0.0000
C -2.204 2.015 -9.239 -0.0001
H -2.028 2.508 -10.196 0.0000
C -3.176 2.509 -8.358 0.0000
H -3.754 3.396 -8.626 0.0000
C -3.407 1.864 -7.137 -0.0001
H -4.169 2.243 -6.453 0.0000
C -2.662 0.732 -6.789 -0.0002
H -2.843 0.219 -5.843 -0.0001
H -0.653 -1.329 -5.655 -0.0036
H -1.221 -2.415 -7.737 -0.0003
F 0.250 2.846 4.974 -0.0076
C 0.122 1.511 4.654 0.0192
C 0.102 1.182 3.319 0.1672
C 0.200 -0.171 2.943 0.0462
C 0.312 -0.558 1.558 0.1390
O 0.694 0.269 0.656 0.1380
C 0.082 -1.922 1.236 -0.0033
C 0.107 -2.861 2.250 0.1185
N 0.216 -2.524 3.579 0.0367
C 0.300 -3.510 4.598 0.0044
C 0.500 -4.963 4.279 0.0006
C 1.625 -4.167 4.864 0.0010
C 0.216 -1.173 3.956 0.0126
C 0.223 -0.805 5.311 0.1031
C 0.119 0.552 5.689 0.1566
N 0.000 0.909 7.038 0.0300
C 0.886 0.277 7.998 0.0132
C 0.179 0.054 9.324 0.0073
N -0.434 1.350 9.719 0.0042
C -1.328 2.014 8.741 0.0067
C -0.517 2.193 7.466 0.0059
C -0.085 -2.360 -0.199 0.0035
O 0.100 -3.541 -0.477 0.0017
O -0.457 -1.431 -1.032 0.0291
H 0.025 1.943 2.549 0.0122
H 0.044 -3.926 2.029 0.0086
H -0.311 -3.295 5.476 0.0043
H 0.004 -5.660 4.953 0.0002
H 0.571 -5.248 3.231 0.0003
H 2.464 -3.919 4.202 0.0003
H 1.853 -4.342 5.918 0.0004
H 0.275 -1.570 6.090 0.0124
H 1.781 0.914 8.169 0.0053
H 1.228 -0.679 7.597 0.0008
H -0.633 -0.675 9.259 0.0018
H 0.882 -0.241 10.107 0.0019
H -0.936 1.235 10.602 0.0015
H 0.344 1.997 9.848 0.0052
H -1.638 2.978 9.150 0.0030
H -2.206 1.377 8.608 0.0012
H 0.315 2.898 7.660 0.0022
H -1.162 2.613 6.690 0.0007

=====

114
Properties=species:S:1:pos:R:3:mulliken_charge:R:1 method="wB97M-V/def2-TZVPD" de_lowest_kj_mol=0.0 e_homo_ev=-9.1 orbital_gap_ev=9.526
C -0.015 1.369 -0.269 0.7218
C 0.458 0.914 -1.279 -1.2882
Si 0.716 -0.178 -2.732 0.3722
O -0.664 -0.413 -3.629 0.5866
Si -2.045 -0.945 -2.847 -0.6028
C -3.456 0.111 -3.486 -0.5957
C -4.832 0.001 -2.787 -0.2969
C -5.536 1.358 -2.875 -1.5379
I -4.723 -0.470 -0.688 0.0202
N -2.404 -2.642 -3.211 0.5059
C -1.282 -3.370 -3.868 -1.0490
C -2.781 -3.383 -2.024 0.5223
C -4.142 -4.038 -2.088 -1.1958
O -2.063 -3.452 -1.059 -0.5200
H -0.452 1.785 0.614 0.5092
H 1.178 -1.498 -2.263 -0.1930
H 1.764 0.428 -3.568 -0.1958
H -1.791 -0.836 -1.411 -0.1363
H -3.191 1.167 -3.544 0.4490
H -3.620 -0.212 -4.520 0.3716
H -5.454 -0.735 -3.286 0.4162
H -5.872 1.543 -3.896 0.3854
H -4.878 2.149 -2.529 0.3403
H -6.418 1.340 -2.235 0.4883
H -0.292 -3.014 -3.586 0.3076
H -1.400 -3.383 -4.949 0.2167
H -1.324 -4.416 -3.557 0.4425
H -4.005 -5.099 -2.295 0.3601
H -4.713 -3.576 -2.886 0.3170
H -4.626 -3.880 -1.128 0.3169
O -4.456 4.579 -3.271 -0.5752
C -4.215 5.058 -2.197 0.8140
O -5.227 5.568 -1.472 -0.3668
C -5.084 5.981 -0.109 -0.3860
C -4.580 7.405 -0.001 -0.9631
C -2.800 5.171 -1.678 -0.9776
H -4.463 5.277 0.445 0.3676
H -6.085 5.911 0.314 0.3109
H -3.584 7.512 -0.430 0.2738
H -4.540 7.715 1.043 0.3563
H -5.241 8.081 -0.543 0.2977
H -2.347 6.072 -2.089 0.2881
H -2.241 4.305 -2.026 0.2488
H -2.722 5.191 -0.594 0.3387
O -3.653 2.533 3.683 -0.6036
C -2.959 1.789 4.326 0.7421
O -1.831 1.320 3.778 -0.3812
C -0.830 0.576 4.497 -0.0696
C -1.161 -0.900 4.548 -0.9442
C -3.383 1.308 5.695 -0.9616
H -0.675 1.002 5.491 0.2525
H 0.087 0.730 3.942 0.1028
H -2.097 -1.068 5.086 0.3442
H -0.381 -1.467 5.043 0.3347
H -1.293 -1.298 3.543 0.2785
H -4.047 0.454 5.576 0.2499
H -3.924 2.115 6.183 0.3145
H -2.555 1.034 6.344 0.3479
O 3.249 -0.562 -8.663 -0.5757
C 2.103 -0.308 -8.416 0.6913
O 1.674 -0.402 -7.143 -0.4087
C 0.387 0.053 -6.712 0.0248
C -0.674 -1.007 -6.919 -0.4945
C 1.115 0.034 -9.508 -0.8787
H 0.127 1.000 -7.188 0.3379
H 0.488 0.255 -5.650 -0.1926
H -0.800 -1.250 -7.975 0.3737
H -1.633 -0.666 -6.527 0.1385
H -0.389 -1.925 -6.406 0.0598
H 0.733 -0.892 -9.936 0.2402
H 1.643 0.588 -10.280 0.3106
H 0.281 0.649 -9.179 0.3180
O 0.431 -6.422 4.497 -0.5694
C 0.097 -6.523 3.348 0.7115
O -0.835 -5.686 2.862 -0.3680
C -1.167 -5.602 1.471 -0.2547
C -2.204 -6.634 1.080 -0.8755
C 0.639 -7.623 2.462 -0.8904
H -0.270 -5.660 0.854 0.3292
H -1.576 -4.604 1.329 0.2121
H -1.835 -7.651 1.221 0.2962
H -2.484 -6.510 0.034 0.2215
H -3.094 -6.525 1.699 0.3127
H 0.054 -8.526 2.628 0.2496
H 1.670 -7.812 2.750 0.3010
H 0.636 -7.383 1.402 0.3031
O 1.459 -1.084 3.615 -0.5081
C 2.594 -0.784 3.348 0.8497
O 2.807 0.247 2.521 -0.4166
C 4.109 0.805 2.277 -0.4128
C 4.845 0.063 1.185 -0.9770
C 3.766 -1.591 3.854 -1.0731
H 4.685 0.859 3.200 0.3458
H 3.925 1.831 1.966 0.3869
H 5.034 -0.976 1.459 0.2555
H 5.799 0.546 0.986 0.3636
H 4.253 0.051 0.269 0.2479
H 3.919 -2.439 3.189 0.2749
H 3.519 -1.961 4.846 0.3316
H 4.692 -1.026 3.936 0.3353
O 7.342 1.651 2.671 -0.4994
C 7.673 2.176 3.699 0.8223
O 6.726 2.752 4.462 -0.3804
C 6.972 3.242 5.784 -0.4540
C 7.509 4.658 5.771 -0.9882
C 9.123 2.278 4.108 -1.1226
H 7.619 2.558 6.335 0.3675
H 6.002 3.221 6.279 0.3525
H 8.474 4.717 5.267 0.2730
H 7.630 5.029 6.789 0.3603
H 6.824 5.315 5.236 0.3118
H 9.565 3.144 3.617 0.2925
H 9.634 1.381 3.767 0.3125
H 9.280 2.353 5.181 0.3523